1.
A structure of composition C20H30ClF6NbO14P, computed with ωB97M-V with the def2-TZVPD basis set.

```
73
Properties=species:S:1:pos:R:3:mulliken_charge:R:1
C 5.79216 -3.41012 0.75619 -1.354
C 6.19666 -2.58594 -0.47953 0.595
O 7.07864 -1.53579 -0.14223 -0.554
C 4.95080 -2.22215 -1.30842 -0.824
Nb 4.31557 -0.10852 -1.69640 -0.829
C 2.12034 -0.38309 -0.93725 0.017
O 1.68819 0.52458 -0.32121 -0.251
C 1.18235 -1.62203 -1.18460 1.021
F 1.43676 -2.68141 -0.35966 -0.300
F 1.42005 -2.05937 -2.40459 -0.316
C -0.34929 -1.39316 -1.05237 0.380
F -0.92904 -2.25510 -1.90446 -0.297
F -0.74502 -0.19306 -1.42296 -0.194
C -0.89024 -1.68872 0.37411 1.279
F -2.00269 -0.95014 0.52636 -0.325
F -0.07154 -1.32721 1.34087 -0.276
C -1.36304 -3.14353 0.59163 -0.202
O -2.25526 -3.61165 0.03544 -0.473
O -0.70405 -3.85018 1.55730 -0.484
P 4.96575 0.82916 0.59535 0.362
O 4.10049 2.24663 0.84493 -0.459
Cl 4.40649 -0.40183 2.19696 -0.302
H 6.51941 -3.32861 1.56464 0.333
H 5.70217 -4.45512 0.45713 0.395
H 4.80581 -3.11719 1.11497 0.198
H 6.78459 -3.31209 -1.06611 0.190
H 7.26627 -1.01890 -0.93785 0.314
H 4.08253 -2.74962 -0.89107 0.177
H 5.06207 -2.68062 -2.30192 0.412
H 4.07682 1.63773 -2.19661 0.051
H 5.98704 0.10046 -2.44749 -0.011
H 3.59478 -0.56544 -3.30489 0.006
H 0.16577 -4.11206 1.21653 0.367
H 3.34854 1.98193 1.39928 0.282
C -3.23646 -5.83563 -2.29398 -0.897
C -2.04286 -6.43268 -3.02105 0.593
C -2.18254 -6.49161 -4.51745 -0.580
O -1.28239 -7.55384 -4.85756 -0.330
C -1.24828 -8.39540 -3.78882 0.604
O -0.76277 -9.47968 -3.79872 -0.537
O -1.85353 -7.82769 -2.71065 -0.376
H -2.90134 -5.13553 -1.53126 -0.034
H -3.87646 -5.27241 -2.97525 0.360
H -3.82875 -6.60397 -1.79915 0.363
H -1.12567 -5.91125 -2.73499 0.236
H -1.89377 -5.56358 -5.00645 0.336
H -3.18733 -6.77669 -4.84097 0.329
C -1.68422 2.17015 0.01618 -1.255
C -1.88701 3.67232 0.12248 0.836
C -3.14480 4.08477 0.83113 -0.619
O -3.36795 5.39954 0.29646 -0.339
C -2.83789 5.40457 -0.95727 0.565
O -3.01911 6.26507 -1.75975 -0.576
O -2.08420 4.29691 -1.16658 -0.388
H -0.65395 1.91247 0.26034 0.255
H -2.31745 1.63311 0.72247 0.357
H -1.88187 1.80794 -0.98857 0.344
H -1.01094 4.14052 0.57669 0.156
H -3.02796 4.11708 1.90872 0.341
H -4.00647 3.46089 0.57631 0.320
C -4.43776 7.76713 4.33746 -1.241
C -3.15651 7.01334 4.65593 0.491
C -1.89159 7.73137 4.26890 -0.600
O -0.96892 6.64553 4.12439 -0.327
C -1.69688 5.56162 3.74874 0.639
O -1.23827 4.54328 3.34466 -0.537
O -3.02991 5.80486 3.88779 -0.335
H -5.12617 7.71464 5.18103 0.307
H -4.24348 8.82514 4.15688 0.358
H -4.94510 7.34382 3.47229 0.311
H -3.13651 6.72769 5.71122 0.277
H -1.55264 8.43278 5.02869 0.325
H -1.97018 8.24565 3.30764 0.339
```

Values from the calculation:
Max |F|, hartree/bohr: 0.07658
LUMO, eV: 1.6673
HOMO-LUMO gap, eV: 6.54
Charge: -1

---

2.
An isolated molecule of C5H8O2, computed with ωB97M-V with the def2-TZVPD basis set.

```
15
Properties=species:S:1:pos:R:3:mulliken_charge:R:1
C 1.35758 -1.03669 0.25009 -1.274
C 0.09097 -0.63206 -0.47874 0.322
O -1.04118 -1.39571 0.06905 -0.301
C -1.72102 -0.88829 1.05238 -0.290
C 0.01456 1.71090 0.46171 -0.909
C -0.15102 0.85513 -0.54409 0.640
O -0.57073 1.19966 -1.79958 -0.489
H 1.34107 -0.69254 1.28847 0.301
H 1.46562 -2.12575 0.24307 0.375
H 2.22671 -0.59267 -0.24820 0.327
H 0.12517 -0.98739 -1.51000 0.275
H -2.47494 -1.69618 1.22734 0.217
H -0.17365 2.77654 0.34862 0.249
H 0.28325 1.35977 1.45016 0.229
H -0.77237 2.14527 -1.81028 0.327
```

Values from the calculation:
Energy relative to the best compared isomer or geometry (same formula, charge and spin), kJ/mol: 383.2
Max |F|, hartree/bohr: 0.01015
LUMO, eV: 0.7964
HOMO-LUMO gap, eV: 9.16
Charge: 0

---

3.
An isolated molecule of C4H9NO2, computed with ωB97M-V with the def2-TZVPD basis set.

```
16
Properties=species:S:1:pos:R:3:mulliken_charge:R:1
C 0.99930 -1.37563 0.00439 -1.277
C -0.63952 -0.92857 0.10041 -0.699
C -0.85360 0.55005 0.11050 0.218
N -1.58570 1.05599 -1.04523 -0.753
C 0.66155 1.03018 0.11144 0.542
O 1.16690 1.55932 -0.87490 -0.556
O 1.02676 1.35028 1.38697 -0.505
H 1.73563 -1.09110 0.75916 0.382
H 0.94047 -2.46052 0.13697 0.406
H 1.34752 -1.23027 -1.02030 0.326
H -0.99583 -1.38390 1.02594 0.266
H -1.05761 -1.42278 -0.78017 0.393
H -1.32851 0.90267 1.02844 0.337
H -1.46738 2.06982 -1.07455 0.296
H -1.12617 0.73606 -1.89970 0.266
H 1.17618 0.63839 2.03062 0.358
```

Values from the calculation:
Energy relative to the best compared isomer or geometry (same formula, charge and spin), kJ/mol: 216.0
Max |F|, hartree/bohr: 0.09222
LUMO, eV: 0.6077
SMILES: CC[C@H](N)C(=O)O
HOMO-LUMO gap, eV: 10.05
Charge: 0

---

4.
A cluster of 6 separate species, C21H58N5O6 in total, computed with ωB97M-V with the def2-TZVPD basis set.

```
90
Properties=species:S:1:pos:R:3:mulliken_charge:R:1
C 0.04335 -0.91353 -1.37810 -0.402
O 0.69557 -0.00218 -2.27618 -0.897
H -1.03421 -0.78524 -1.27550 0.077
H 0.17048 -1.97221 -1.60423 0.080
H 0.24322 -0.71420 -0.32529 0.160
C 3.01667 -6.74207 -5.20029 -1.443
C 2.83273 -6.00953 -3.92839 0.327
C 3.50108 -6.76095 -2.80646 -0.558
O 2.94361 -8.06701 -2.67379 -0.334
C 3.32439 -8.71185 -1.40246 -0.726
N 3.36089 -4.71788 -4.19066 -0.720
H 2.48446 -6.43374 -6.10018 0.358
H 2.75243 -7.79875 -5.24141 0.344
H 4.05985 -6.74639 -5.51631 0.285
H 1.75301 -5.98426 -3.78117 0.392
H 3.49434 -6.19419 -1.87542 0.402
H 4.56908 -6.79770 -3.02121 0.253
H 3.34970 -8.02968 -0.55269 0.296
H 4.26193 -9.26229 -1.32409 0.290
H 2.57915 -9.49680 -1.27376 0.249
H 4.33071 -4.79715 -3.91999 0.281
H 2.84718 -4.12766 -3.55204 0.301
C 6.06123 4.40815 5.45352 -1.361
C 4.70066 4.66410 4.83268 0.441
C 4.08222 3.32190 4.35433 -0.705
O 4.86906 2.63178 3.36084 -0.348
C 4.77192 1.16218 3.28825 -0.760
N 3.95022 5.35517 5.89415 -0.735
H 6.74305 5.23028 5.67106 0.380
H 6.64920 3.73262 4.83216 0.315
H 6.04985 3.80093 6.35865 0.352
H 4.76108 5.31896 3.96341 0.240
H 3.06256 3.31305 3.96923 0.387
H 4.05695 2.61124 5.18044 0.310
H 3.87901 0.64822 2.93239 0.291
H 5.15587 0.88819 4.27090 0.357
H 5.58227 0.82061 2.64420 0.264
H 4.54940 6.12186 6.16483 0.285
H 3.84479 4.73374 6.68334 0.285
C -0.22871 -5.05995 2.29876 -1.433
C -1.22508 -4.47064 3.35928 0.550
C -2.57540 -4.06332 2.80857 -0.877
O -3.12733 -5.14454 2.08309 -0.347
C -4.27136 -4.81447 1.24764 -0.794
N -1.30815 -5.35456 4.50187 -0.684
H 0.79174 -5.27735 2.61421 0.358
H -0.03727 -4.47629 1.39832 0.378
H -0.57328 -5.99933 1.86641 0.359
H -0.80253 -3.56292 3.79011 0.154
H -2.58831 -3.25091 2.08198 0.495
H -3.21274 -3.66077 3.59587 0.396
H -4.16081 -4.02426 0.50504 0.331
H -5.12970 -4.59657 1.88315 0.302
H -4.49936 -5.65872 0.59698 0.264
H -0.50403 -5.96560 4.49118 0.250
H -2.17332 -5.85471 4.35540 0.293
C -8.32424 2.55587 -3.84898 -1.298
C -7.93310 3.45520 -2.58963 0.493
C -6.67266 2.97920 -1.80045 -0.645
O -7.02594 1.70670 -1.27176 -0.296
C -5.96411 1.08414 -0.60705 -0.803
N -7.77518 4.87113 -2.84941 -0.734
H -7.58581 2.67282 -4.64217 0.355
H -9.39386 2.60441 -4.05312 0.335
H -8.15669 1.55302 -3.45615 0.312
H -8.86103 3.27089 -2.04827 0.187
H -6.32879 3.75477 -1.11609 0.364
H -5.75310 2.93300 -2.38385 0.382
H -6.28393 0.16102 -0.12367 0.257
H -5.68386 1.63635 0.28997 0.305
H -5.04731 0.98436 -1.18810 0.352
H -7.60380 5.53885 -2.11124 0.198
H -8.59293 5.31450 -3.24287 0.233
C -0.43990 5.61438 -0.17670 -1.586
C 0.58228 5.60729 -1.34836 0.519
C 1.99051 4.97511 -1.08730 -0.561
O 2.85684 5.25423 -2.12273 -0.325
C 3.27901 6.67681 -2.28053 -0.716
N -0.08694 4.97923 -2.48290 -0.732
H -1.37492 6.14257 -0.36338 0.377
H 0.20107 6.07933 0.57235 0.346
H -0.76663 4.65647 0.22798 0.401
H 0.68867 6.69013 -1.41342 0.150
H 1.92684 3.90034 -0.91731 0.384
H 2.34147 5.35474 -0.12769 0.290
H 2.52123 7.43640 -2.47259 0.267
H 4.02498 6.70840 -3.07464 0.270
H 3.82108 6.96237 -1.37903 0.296
H -1.03056 5.30827 -2.62920 0.284
H -0.27199 4.11485 -1.99431 0.331
```

Values from the calculation:
Energy relative to the best compared isomer or geometry (same formula, charge and spin), kJ/mol: 410.5
Max |F|, hartree/bohr: 0.06508
LUMO, eV: 2.3945
HOMO-LUMO gap, eV: 4.33
Charge: -1

---

5.
An isolated molecule of C9H15NO, computed with ωB97M-V with the def2-TZVPD basis set.

```
26
Properties=species:S:1:pos:R:3:mulliken_charge:R:1
C 1.61620 -1.46282 -0.62248 -1.444
C 0.67355 -0.57084 -0.38065 0.415
C -0.81127 -0.84404 -0.44091 -0.080
C -1.26035 -1.82175 0.65026 -1.400
N -1.39958 0.46473 -0.26743 0.155
C -2.81309 0.68598 -0.39848 -1.087
C -0.52264 1.45936 -0.02115 0.223
O -0.81576 2.62211 0.15374 -0.699
C 0.88992 0.87202 -0.00344 1.987
C 1.46750 1.00960 1.40931 -1.734
C 1.76224 1.62592 -1.00912 -1.873
H 2.66118 -1.21562 -0.55832 0.302
H 1.38257 -2.47755 -0.89794 0.354
H -1.09698 -1.25264 -1.42218 0.358
H -1.06689 -1.39696 1.63240 0.323
H -0.71008 -2.75357 0.55839 0.420
H -2.32268 -2.03495 0.56172 0.398
H -3.16583 0.32994 -1.36980 0.325
H -3.36912 0.17751 0.39243 0.327
H -2.98191 1.75919 -0.32007 0.376
H 1.48259 2.05924 1.69258 0.409
H 2.48056 0.61560 1.44257 0.373
H 0.85881 0.46506 2.12819 0.369
H 1.71826 2.69058 -0.79218 0.404
H 1.40245 1.46289 -2.02298 0.416
H 2.79510 1.29265 -0.94672 0.382
```

Values from the calculation:
Energy relative to the best compared isomer or geometry (same formula, charge and spin), kJ/mol: 0.0
Max |F|, hartree/bohr: 0.00962
LUMO, eV: 0.8173
SMILES: C=C1[C@@H](C)N(C)C(=O)C1(C)C
HOMO-LUMO gap, eV: 10.03
Charge: 0

---

6.
A structure of composition C2H3NO2S, computed with ωB97M-V with the def2-TZVPD basis set.

```
9
Properties=species:S:1:pos:R:3:mulliken_charge:R:1
C -1.96351 -0.89732 -0.27021 0.427
C 0.09761 -0.93570 0.17672 -0.075
N -0.72324 -0.59946 -0.84432 0.027
O -3.06550 -0.84635 -0.65968 -0.444
O 0.76425 0.71716 1.02177 -0.616
S -1.18256 -1.46927 1.27916 -0.126
H 0.98936 -1.49284 -0.11936 0.306
H -0.45620 -0.06952 -1.62609 0.210
H 0.06992 0.72893 1.74918 0.292
```

Values from the calculation:
Energy relative to the best compared isomer or geometry (same formula, charge and spin), kJ/mol: 272.3
Max |F|, hartree/bohr: 0.07959
LUMO, eV: 0.3467
HOMO-LUMO gap, eV: 10.39
Charge: 0

---

7.
An isolated molecule of C7H10, computed with ωB97M-V with the def2-TZVPD basis set.

```
17
Properties=species:S:1:pos:R:3:mulliken_charge:R:1
C -1.61550 2.24994 0.43930 0.306
C -0.91155 1.28822 0.24479 -1.071
C -0.37023 -0.05019 0.05954 0.948
C 1.06193 -0.43550 0.46314 -0.638
C 2.21921 0.40827 -0.09347 -1.189
C -0.95578 -0.87210 -1.07211 -0.729
C -1.50680 -1.03544 0.30501 -0.796
H -2.23238 3.11071 0.57789 0.421
H 1.20862 -1.46123 0.09995 0.378
H 1.15670 -0.48457 1.55387 0.289
H 2.17968 0.51770 -1.18324 0.322
H 3.17171 -0.08487 0.14378 0.370
H 2.25692 1.40973 0.34726 0.314
H -1.55556 -0.38363 -1.83196 0.286
H -0.31602 -1.67222 -1.43216 0.256
H -1.30898 -1.91822 0.90183 0.224
H -2.48198 -0.58659 0.47658 0.308
```

Values from the calculation:
Energy relative to the best compared isomer or geometry (same formula, charge and spin), kJ/mol: 256.2
Max |F|, hartree/bohr: 0.01091
LUMO, eV: 1.1226
SMILES: C#CC1(CC)CC1
HOMO-LUMO gap, eV: 10.31
Charge: 0

---

8.
An isolated molecule of CH4F3NP2, computed with ωB97M-V with the def2-TZVPD basis set.

```
11
Properties=species:S:1:pos:R:3:mulliken_charge:R:1
C 0.43739 -1.88492 0.22927 -0.692
N 1.08166 -0.67442 0.67869 -0.377
P 0.53524 0.74864 0.23127 0.680
F 1.22307 1.72594 1.28707 -0.239
F 1.45771 1.31716 -1.01152 -0.303
P -1.36203 2.29831 -0.65023 0.313
F -2.48506 1.88665 0.44322 -0.241
H -0.00926 -1.80926 -0.76816 0.274
H 1.18782 -2.67493 0.18050 0.248
H -0.34054 -2.21118 0.92743 0.263
H -1.72600 1.27802 -1.54753 0.072
```

Values from the calculation:
Energy relative to the best compared isomer or geometry (same formula, charge and spin), kJ/mol: 190.1
Max |F|, hartree/bohr: 0.06018
LUMO (alpha / beta), eV: -1.5001 / -1.5005
SMILES: CN=P(F)(F)PF
HOMO-LUMO gap (alpha / beta), eV: 7.83 / 7.83
Charge: 0